Here is a molecular structure, C44H73Br9Cl4NO16 in a non-equilibrium geometry from OMol25. Energies are from ωB97M-V/def2-TZVPD.

Geometry as XYZ:
```
147
Properties=species:S:1:pos:R:3:forces:R:3
C 20.59343 -20.69746 -17.96499 -0.149 -0.397 0.102
C 19.61990 -21.55662 -18.81347 0.485 0.507 -0.315
C 19.89534 -21.41972 -20.31433 0.676 0.866 0.138
C 18.77240 -21.95001 -21.15968 -1.237 -0.695 0.408
N 18.60330 -21.36822 -22.54193 -0.793 -0.875 0.303
C 19.68487 -21.92648 -23.44644 -0.131 1.150 -0.098
C 19.12452 -21.85636 -24.83697 -0.378 -0.309 -0.406
C 17.60544 -22.14669 -24.67903 0.634 1.881 0.075
C 17.33557 -21.95039 -23.18008 -0.194 -0.077 -0.079
C 18.51948 -19.86701 -22.48472 0.186 -0.494 -0.915
H 20.14420 -19.71852 -17.80568 0.005 0.141 -0.085
H 21.58395 -20.52718 -18.38953 -0.155 -0.369 -0.161
H 20.75737 -21.12117 -16.97160 -0.011 -0.109 0.044
H 18.63171 -21.13855 -18.60565 -0.303 -0.371 -0.001
H 19.64246 -22.62181 -18.58078 0.056 0.001 0.290
H 20.84367 -21.86742 -20.59365 0.123 -0.914 -0.065
H 20.12638 -20.36639 -20.50343 -0.629 0.170 -0.066
H 17.79861 -21.83900 -20.66513 -0.056 0.848 0.110
H 18.75052 -23.04510 -21.24086 1.052 0.340 -0.235
H 20.53385 -21.27034 -23.25310 0.450 -0.734 -0.114
H 19.83119 -22.98522 -23.21311 0.702 0.536 0.747
H 19.28289 -20.89784 -25.32970 0.138 -0.049 -0.063
H 19.55503 -22.69537 -25.38337 0.186 0.970 -0.247
H 17.10387 -21.31476 -25.17102 -0.268 -0.321 -0.231
H 17.28056 -23.06312 -25.16331 -0.013 -0.177 0.543
H 16.50702 -21.25845 -23.04399 0.016 -0.013 0.285
H 17.17633 -22.90899 -22.69918 -0.561 1.075 0.053
H 19.47050 -19.45094 -22.17014 -0.034 0.007 -0.077
H 17.72190 -19.54866 -21.81806 0.047 -0.276 0.172
H 18.28084 -19.53467 -23.49416 0.167 0.141 0.025
O 21.66147 -23.53891 -22.05109 0.352 1.293 0.512
C 22.99603 -23.06284 -21.94897 -1.433 -1.758 -1.515
C 23.78855 -23.02640 -20.58844 -1.267 -2.358 2.014
O 23.44350 -23.91363 -19.59162 0.219 0.959 -1.087
H 23.12689 -22.08428 -22.46915 -0.545 -0.727 0.520
H 23.48694 -23.74516 -22.67093 1.128 -0.045 0.251
H 23.71855 -21.97924 -20.21063 -0.638 -0.377 1.271
H 24.87192 -23.11217 -20.79916 0.454 0.106 -0.691
O 19.16491 -25.84209 -20.90258 0.219 -0.047 -0.305
C 18.54548 -25.90383 -21.91916 -0.446 0.191 1.148
O 18.32588 -27.06256 -22.57429 -0.014 -0.406 -0.367
C 17.30092 -26.92273 -23.54340 -0.464 0.324 -1.471
C 16.77106 -25.46942 -23.51496 0.049 -0.061 -0.060
C 17.69860 -24.80630 -22.51115 -0.425 -0.467 -0.007
H 16.52533 -27.67668 -23.41027 0.059 0.045 0.458
H 17.68664 -27.07678 -24.55398 0.434 -0.313 0.196
H 15.71562 -25.39163 -23.25590 0.074 -0.123 0.288
H 16.86897 -24.97171 -24.48065 0.047 -0.356 -0.090
H 17.10606 -24.39084 -21.69636 0.280 0.058 0.186
H 18.29797 -24.02734 -22.97215 0.335 -0.742 0.193
O 23.06813 -24.10508 -29.08219 0.107 0.087 -0.243
C 22.81831 -23.51270 -28.07074 -1.098 -0.484 0.847
O 23.16842 -22.22794 -27.87631 0.496 0.776 -0.199
C 22.83958 -21.74114 -26.54908 0.393 -0.552 0.095
C 22.52851 -23.01526 -25.77285 -0.871 0.731 -0.659
C 22.05465 -24.00985 -26.84097 2.162 2.141 -1.204
H 22.04332 -21.00151 -26.62891 -0.161 -0.147 0.033
H 23.72848 -21.27578 -26.11788 -0.060 0.173 -0.351
H 21.76915 -22.93478 -24.99663 0.389 1.009 0.196
H 23.44796 -23.39395 -25.32854 0.022 0.012 0.225
H 20.98408 -24.11032 -26.99443 0.481 0.612 -0.535
H 22.40449 -24.98208 -26.49628 0.652 2.207 -2.220
O 13.82842 -23.81717 -21.66966 0.231 -0.283 0.012
C 14.00054 -22.67133 -21.37857 -1.045 -0.184 0.377
O 13.52551 -21.68164 -22.18486 1.016 -0.285 0.457
C 13.96434 -20.42005 -21.69291 -1.032 1.127 0.498
C 14.88458 -20.64007 -20.47978 0.334 -0.061 -0.552
C 14.66748 -22.13246 -20.10022 0.707 1.264 -1.919
H 13.05625 -19.87367 -21.42244 0.000 0.045 0.083
H 14.43722 -19.83903 -22.48587 0.122 -0.325 -0.145
H 14.76912 -19.91767 -19.67454 -0.452 -0.198 0.066
H 15.87576 -20.40819 -20.87593 0.301 -0.621 0.374
H 14.07689 -22.24479 -19.19733 0.029 -0.375 -0.084
H 15.62106 -22.65824 -20.10959 -0.050 -0.107 0.801
O 15.81360 -19.37661 -24.84088 0.278 0.296 0.462
C 16.17865 -18.24996 -25.06389 0.338 -1.715 -1.155
O 17.48746 -17.95278 -25.31039 -1.070 0.384 0.561
C 17.54853 -16.53503 -25.57712 0.814 0.443 0.273
C 16.25934 -15.94445 -25.01334 -0.197 1.085 -0.883
C 15.29753 -17.07869 -25.31423 -0.447 0.684 1.200
H 17.65420 -16.41940 -26.65824 -0.327 0.090 -0.043
H 18.45415 -16.11604 -25.14022 -0.033 -0.262 0.250
H 16.01545 -14.98406 -25.47398 -0.035 -0.218 -0.522
H 16.26891 -15.64146 -23.96616 0.462 -0.790 0.239
H 14.89779 -17.11550 -26.32814 0.267 0.040 -0.106
H 14.45231 -17.11881 -24.62837 -0.053 -0.055 -0.091
O 20.73342 -18.57916 -24.64487 0.212 0.219 0.011
C 21.38822 -17.74194 -24.08059 -0.222 -0.107 -0.604
O 21.03805 -17.29595 -22.87176 -1.511 -0.188 1.312
C 21.93100 -16.39070 -22.23517 1.295 0.095 -1.411
C 23.13950 -16.48420 -23.18326 1.203 0.365 0.037
C 22.61960 -17.00829 -24.52780 0.655 0.232 0.953
H 22.17540 -16.71804 -21.22876 -0.205 -0.197 -0.076
H 21.56105 -15.36517 -22.19214 -0.559 -0.154 -0.165
H 23.87569 -17.20327 -22.81873 -0.174 -0.077 0.246
H 23.69541 -15.55627 -23.32192 -0.182 0.157 0.212
H 23.37577 -17.67212 -24.93965 -0.324 -0.076 -0.383
H 22.41087 -16.17623 -25.19916 -0.304 -0.232 -0.213
O 16.20178 -20.56549 -17.49580 -0.716 -0.446 0.104
C 16.62267 -21.03855 -16.47787 2.427 -0.446 0.060
O 17.05886 -20.22225 -15.48707 -0.453 1.577 -1.378
C 17.69794 -20.87578 -14.43104 -0.912 -1.029 0.847
C 18.14176 -22.22148 -14.99820 -1.229 -0.166 -0.088
C 17.06432 -22.49655 -16.08549 -0.542 1.676 -0.427
H 16.87282 -20.97487 -13.71760 0.505 -0.373 0.620
H 18.48639 -20.26674 -13.98647 -0.091 0.011 -0.327
H 18.08772 -23.00229 -14.24522 0.555 0.031 0.005
H 19.12958 -22.09540 -15.43749 0.038 -0.395 -0.035
H 16.10983 -22.92053 -15.76375 0.323 -0.470 0.559
H 17.38866 -23.05960 -16.95768 0.092 0.147 -0.007
O 18.13703 -15.98325 -21.94393 0.385 -0.721 -0.022
C 18.05222 -16.32428 -20.79568 -0.604 0.513 0.173
O 18.41541 -17.51990 -20.28714 0.061 -0.868 -1.312
C 18.06768 -17.72158 -18.91615 0.719 1.786 0.681
C 17.70822 -16.29561 -18.46224 -0.080 0.170 1.323
C 17.44961 -15.47321 -19.70965 -0.155 -0.888 0.761
H 18.97485 -18.00718 -18.38605 -0.081 -0.431 -0.180
H 17.27162 -18.43401 -18.70165 0.001 -0.172 -0.711
H 18.52836 -15.81035 -17.92989 0.169 -0.394 0.111
H 16.88912 -16.34908 -17.74471 -0.142 0.247 -0.147
H 17.96438 -14.51903 -19.64378 -0.428 0.190 -0.331
H 16.37418 -15.41570 -19.87796 0.092 0.517 -0.336
C 20.50226 -24.69949 -16.15302 0.253 -0.036 -0.223
Cl 19.18941 -25.45070 -15.18185 0.220 -0.071 -0.549
Cl 21.81601 -24.22524 -15.07564 0.037 0.158 -0.051
H 20.91602 -25.36258 -16.92095 -0.332 -0.117 0.428
H 20.11293 -23.82065 -16.65879 -0.060 0.013 0.210
C 21.15031 -25.29951 -24.92055 0.370 -1.116 1.353
Cl 22.06965 -26.46251 -25.91067 -0.987 -4.182 1.832
Cl 19.58553 -24.86940 -25.60286 -0.843 -1.133 0.378
H 20.98091 -25.71571 -23.93202 0.128 0.004 -0.030
H 21.81798 -24.44533 -24.88405 -0.981 -0.879 0.919
C 20.75800 -16.58595 -14.71438 0.203 0.418 -0.486
Br 20.06936 -18.28056 -15.32610 0.001 0.552 -0.148
Br 19.49749 -15.56214 -13.66345 0.174 -0.425 0.024
Br 21.40932 -15.38057 -16.15039 -0.238 -0.810 0.385
H 21.63267 -16.85799 -14.13695 -0.125 0.355 0.172
C 17.34337 -22.24524 -28.74017 0.387 0.768 0.180
Br 19.24798 -22.58300 -28.72279 -0.316 -0.012 -0.202
Br 17.02292 -20.44990 -27.99651 -0.067 -0.581 -0.106
Br 16.39329 -23.63520 -27.83608 -0.157 0.024 -0.002
H 16.97666 -22.18152 -29.75677 0.180 -0.194 0.035
C 24.14599 -20.34517 -21.49228 1.076 1.474 -0.765
Br 23.90852 -20.24894 -23.41026 0.177 1.150 -0.525
Br 22.80334 -19.25202 -20.53720 0.954 -0.579 -0.436
Br 26.02792 -19.92991 -21.06026 -0.697 0.317 0.089
H 24.06385 -21.38994 -21.20939 -0.278 0.603 -0.066
```
Forces are in eV/Å.

## Properties
- relative energy (zero: lowest compared OMol25 entry of this formula, charge and spin) (eV) = 0.000
- net charge = -1
- molecular weight (g mol⁻¹) = 1733.0
- HOMO energy (eV) = -2.0
- LUMO energy (eV) = 0.82
- total energy (eV) = -761526.1006

***

Here is 15 unconnected molecules or ions with the total composition C44H74BCl16N6O8 in a non-equilibrium geometry from OMol25. Energies are from ωB97M-V/def2-TZVPD.

Geometry as XYZ:
```
149
Properties=species:S:1:pos:R:3:forces:R:3
O 8.78733 -2.77324 26.42134 1.664 -2.090 -2.166
C 9.42391 -3.49325 25.63100 -1.588 0.780 2.353
O 10.64953 -3.28368 25.21243 -0.004 -0.021 -0.422
B 11.06128 -4.35578 24.26548 -0.097 0.170 -0.638
O 10.00636 -5.38597 24.37223 -0.800 -0.029 0.663
C 9.02354 -4.95736 25.13771 -2.799 -1.748 1.887
O 8.02748 -5.62739 25.55815 3.652 2.649 -1.819
O 12.39856 -4.90850 24.57995 -0.710 0.196 1.047
C 13.15384 -4.79460 23.52326 1.785 -0.612 -1.623
O 14.30719 -5.15829 23.38255 -1.193 0.405 0.862
C 12.31921 -4.19361 22.37479 1.106 -0.041 -0.499
O 11.12716 -3.90752 22.85860 -0.310 0.088 0.573
O 12.75655 -4.05119 21.26992 -0.684 0.113 0.470
C 17.95904 -6.64937 19.80136 -0.517 -0.836 -0.629
C 16.67012 -7.43819 20.19074 1.203 1.614 -0.019
C 15.47442 -6.51045 20.45171 -0.171 -1.006 1.005
C 14.87086 -5.87864 19.33321 -0.762 0.584 -2.024
N 14.39922 -5.32256 18.43941 0.398 -0.550 0.347
H 18.65103 -7.39729 19.41422 0.618 0.021 0.670
H 18.34747 -6.02373 20.60498 0.115 -0.311 -0.056
H 17.85432 -6.03924 18.90420 -0.632 0.351 0.132
H 16.85838 -7.95862 21.12979 0.076 -0.127 -0.029
H 16.51887 -8.18689 19.41314 -0.558 0.109 0.064
H 15.63014 -5.66160 21.11751 0.693 -0.304 0.527
H 14.73547 -7.13576 20.95274 -0.411 0.204 0.002
C 9.07966 -9.61711 26.63582 -1.452 -0.236 0.855
C 8.22876 -8.65200 27.53122 0.797 -0.454 -0.933
C 8.34617 -9.04383 29.02344 -0.113 0.714 -0.248
C 7.81055 -10.37933 29.30184 0.009 -1.043 0.011
N 7.44651 -11.45886 29.50401 0.221 1.066 -0.171
H 9.15705 -9.28509 25.60050 0.131 0.149 0.162
H 8.53052 -10.55867 26.63590 0.215 -0.289 -0.220
H 10.04420 -9.82178 27.10045 0.147 0.251 -0.193
H 7.18208 -8.64488 27.22707 -0.081 -0.341 -0.029
H 8.56988 -7.65821 27.24115 0.112 0.284 0.927
H 7.82227 -8.34436 29.67488 -0.172 0.123 -0.080
H 9.38188 -8.98577 29.35814 0.054 -0.232 -0.096
C 7.58649 -7.94483 23.00891 -0.044 1.822 0.204
C 6.65596 -8.88483 22.31480 -0.274 -0.428 0.690
C 6.28178 -8.47765 20.88999 0.851 -0.967 -0.811
C 5.62558 -9.56477 20.12481 -0.923 -0.899 0.092
N 5.11611 -10.46549 19.59901 0.705 1.235 0.545
H 7.14697 -6.94738 23.00472 0.199 0.327 -0.096
H 8.56750 -7.88570 22.53749 0.003 -0.067 -0.009
H 7.71488 -8.14005 24.07357 0.036 -0.445 -0.046
H 5.71689 -8.93388 22.86601 0.002 -0.340 0.227
H 7.21125 -9.81437 22.44013 -0.721 -0.632 -0.845
H 7.19902 -8.33223 20.31937 0.185 0.487 0.007
H 5.69459 -7.56045 20.84454 0.005 -0.121 0.093
C 15.71336 -2.71347 21.30845 1.207 0.984 -0.329
C 15.59335 -1.30718 20.67132 -0.460 -1.269 0.157
C 14.12532 -1.08139 20.31280 0.234 1.405 1.508
C 13.60405 -1.97515 19.35536 -0.305 -1.386 -2.650
N 13.24890 -2.65863 18.49564 0.017 0.574 0.711
H 15.14650 -2.78153 22.23696 -0.297 -0.164 -0.243
H 16.76026 -2.84552 21.58172 0.066 -0.254 0.023
H 15.46663 -3.46858 20.56210 -0.332 -0.083 0.307
H 16.16531 -1.25273 19.74504 0.196 -0.053 0.043
H 15.98140 -0.55285 21.35579 -0.276 0.146 -0.001
H 13.99591 -0.05058 19.98297 -0.322 0.021 -0.130
H 13.48440 -1.25385 21.17742 0.125 0.373 0.472
C 9.95988 -1.27134 21.33870 -0.261 -0.602 -0.666
C 8.95475 -0.91871 20.24900 1.121 0.432 0.522
C 9.43248 0.24423 19.41455 0.496 0.807 -1.112
C 10.57507 0.05926 18.49417 -1.444 -0.370 1.253
N 11.45258 -0.03274 17.77850 1.198 0.007 -1.004
H 9.49019 -2.10194 21.86557 0.445 0.254 0.618
H 10.19318 -0.40533 21.95814 -0.049 -0.205 0.269
H 10.86236 -1.67251 20.87749 0.220 0.076 0.099
H 8.07736 -0.53381 20.76873 -0.506 -0.537 -0.341
H 8.83906 -1.81834 19.64454 -0.685 0.180 -0.074
H 9.77198 1.07604 20.03174 -0.300 0.058 0.373
H 8.63372 0.63359 18.78328 -0.151 0.048 0.022
C 14.61357 -8.62312 24.05331 0.395 -0.942 0.142
C 13.39496 -9.28237 24.74634 -0.076 0.917 -0.705
C 12.11994 -8.43406 24.56226 -0.022 -0.241 -0.876
C 11.57167 -8.42669 23.14216 0.410 -0.138 1.267
N 11.09289 -8.46299 22.09591 0.249 0.061 0.278
H 14.84040 -7.62185 24.41951 -0.315 0.056 0.160
H 14.60761 -8.55595 22.96540 -0.626 -0.041 -0.054
H 15.49726 -9.22856 24.25488 0.140 -0.040 0.160
H 13.61016 -9.34772 25.81287 -0.111 0.134 0.110
H 13.13771 -10.29658 24.44085 0.509 -0.056 -0.336
H 12.35019 -7.40790 24.84877 -0.309 0.075 0.003
H 11.35043 -8.85248 25.21101 -0.189 0.320 -0.090
Cl 13.05967 -0.72546 24.04612 0.187 -0.490 0.035
C 13.77128 -1.58768 25.44501 1.007 1.242 0.559
C 15.01380 -0.80791 26.01578 -0.861 -1.203 -0.762
Cl 16.46027 -0.99973 24.88107 -1.080 0.384 0.900
H 14.05351 -2.61496 25.21448 -0.065 0.195 -0.316
H 13.00980 -1.61163 26.22454 -0.017 0.016 -0.048
H 15.21359 -1.29627 26.96955 0.564 0.059 -0.141
H 14.81904 0.24967 26.19379 0.069 -0.127 -0.369
Cl 9.64213 -5.49573 30.55673 0.201 0.432 0.274
C 9.71284 -5.07216 28.81910 0.617 -1.199 -0.419
C 11.07485 -5.53762 28.19048 -1.197 0.509 1.078
Cl 11.35450 -7.27066 28.55749 0.124 0.295 -0.439
H 9.56579 -4.00019 28.68735 -0.045 -0.176 0.000
H 8.88290 -5.67577 28.45174 0.092 0.471 -0.596
H 11.85065 -4.94054 28.66980 0.261 -0.276 -0.182
H 11.09135 -5.40118 27.10918 -0.044 -0.040 0.103
Cl 5.76500 -4.84237 21.75149 0.260 0.449 0.000
C 6.99704 -3.63018 22.29706 -1.269 0.814 0.431
C 6.43802 -2.92030 23.54530 0.908 -0.760 0.553
Cl 7.45325 -1.49815 23.93019 0.084 0.260 -0.329
H 7.09822 -2.82858 21.56542 0.286 -0.637 -0.500
H 7.90268 -4.20003 22.50487 0.027 0.360 -0.128
H 6.61131 -3.60384 24.37648 -0.594 0.117 0.229
H 5.41922 -2.53382 23.51735 0.103 -0.493 -0.362
Cl 14.60811 -6.76998 29.73486 0.431 0.084 -1.210
C 15.48402 -6.58071 28.12303 0.256 0.407 0.028
C 14.75543 -5.67563 27.11241 -0.251 -1.179 0.397
Cl 14.65325 -4.02513 27.69746 -0.115 0.663 0.251
H 15.67420 -7.55644 27.67594 -0.419 -0.112 0.189
H 16.46276 -6.19009 28.40158 -0.169 0.199 -0.126
H 13.74865 -6.06256 26.95497 -0.126 0.167 0.163
H 15.19469 -5.63367 26.11572 0.458 -0.235 0.236
Cl 3.59985 -1.98444 29.88176 -0.072 0.137 -0.198
C 4.89358 -2.64729 28.83246 0.420 0.172 0.196
C 5.84739 -1.55609 28.32247 0.283 -1.158 1.232
Cl 5.07795 -0.50406 27.19209 -0.422 0.772 -0.808
H 4.41956 -3.20137 28.02227 0.033 0.151 0.036
H 5.41516 -3.32791 29.50537 0.217 -0.039 -0.308
H 6.73074 -2.00106 27.86445 -0.161 -0.231 -0.242
H 6.22469 -0.98382 29.16996 -0.220 0.148 -0.001
Cl 8.00883 1.80791 25.41274 -0.131 0.348 -0.355
C 8.72138 0.61704 26.53310 -0.025 0.152 -0.600
C 10.13620 0.26064 26.09659 0.021 0.102 0.045
Cl 11.22611 1.70034 26.02529 -0.191 -0.269 0.253
H 8.06019 -0.23956 26.40213 0.295 -0.175 0.456
H 8.61970 1.09378 27.50802 0.328 -0.423 0.045
H 10.16109 -0.17026 25.09569 -0.208 0.069 0.057
H 10.59187 -0.46851 26.76652 -0.117 0.138 0.112
Cl 2.82609 -7.53976 24.49431 0.375 0.158 0.370
C 4.37953 -6.82456 25.02362 0.775 0.750 0.114
C 4.26905 -5.73616 26.10416 -0.666 -1.148 0.078
Cl 3.18354 -4.42686 25.65493 -0.146 0.610 -0.277
H 4.87262 -6.43653 24.13233 -0.134 0.036 0.002
H 5.03355 -7.58877 25.44354 -0.239 -0.268 -0.113
H 5.23167 -5.31835 26.39894 0.095 -0.170 -0.349
H 3.80262 -6.19896 26.97385 0.145 0.061 0.121
Cl 18.22135 -5.65094 25.77500 -0.021 0.423 -0.221
C 17.70582 -4.10214 25.03334 -1.149 0.753 0.099
C 18.74452 -3.41348 24.19101 -0.292 -0.762 -0.369
Cl 18.84882 -4.28124 22.61670 0.621 -0.180 0.119
H 17.35035 -3.40618 25.79319 0.487 -0.235 0.500
H 16.79233 -4.25966 24.45990 0.158 -0.474 -0.252
H 19.69055 -3.42794 24.73223 0.132 0.230 -0.488
H 18.41279 -2.42962 23.85925 0.166 0.001 0.639
```
Forces are in eV/Å.

## Properties
- net charge = -1
- molecular weight (g mol⁻¹) = 1393.2
- HOMO energy (eV) = -8.4
- LUMO energy (eV) = 1.16
- total energy (eV) = -273193.2746